2 unconnected molecules or ions with the total composition C3H11NOS. Source: the OMol25 dataset; level of theory: wB97M-V/def2-TZVPD.

Each atom is followed by the atoms it is bonded to, with distances in Å.
Geometry (Å):
1 C 0.61 1.92 0.29  N2 1.456, H6 1.079, H7 1.084, H8 1.112
2 N 0.59 0.47 0.36  C1 1.456, C3 1.472, H9 1.010
3 C -0.66 -0.07 -0.20  N2 1.472, C4 1.517, H10 1.095, H11 1.084
4 C -1.04 -1.38 0.46  C3 1.517, S5 1.820, H12 1.080, H13 1.092
5 S -2.58 -2.04 -0.27  C4 1.820, H14 1.331
6 H 1.48 2.34 0.77  C1 1.079
7 H 0.53 2.28 -0.73  C1 1.084
8 H -0.29 2.37 0.76  C1 1.112
9 H 0.65 0.23 1.34  N2 1.010
10 H -0.46 -0.28 -1.26  C3 1.095
11 H -1.46 0.66 -0.16  C3 1.084
12 H -1.13 -1.25 1.53  C4 1.080
13 H -0.28 -2.12 0.22  C4 1.092
14 H -3.42 -1.59 0.66  S5 1.331
15 H 3.12 -0.06 -1.36  O17 0.974
16 H 1.77 -0.61 -0.95  O17 0.972
17 O 2.56 -0.85 -1.46  H15 0.974, H16 0.972

Molecular weight, g mol⁻¹: 109.19
Highest occupied orbital energy, eV: -9.3
Charge: 0
Energy relative to the best compared isomer or geometry (same formula, charge and spin), kJ/mol: 54.0
Orbital gap, eV: 10.05
F_max, eV/A: 1.15

2 unconnected molecules or ions with the total composition C3H11NOS. Source: the OMol25 dataset; level of theory: wB97M-V/def2-TZVPD.

Each atom is followed by the atoms it is bonded to, with distances in Å.
Geometry (Å):
1 C -1.81 1.31 0.98  N2 1.499, H6 1.218, H7 1.163, H8 1.039
2 N -1.09 1.10 -0.32  C1 1.499, C3 1.486, H9 0.998
3 C 0.36 0.75 -0.35  N2 1.486, C4 1.620, H10 1.102, H11 1.116
4 C 0.77 -0.66 0.34  C3 1.620, S5 1.756, H12 1.220, H13 1.117
5 S 2.41 -1.02 0.83  C4 1.756, H14 1.444
6 H -2.98 1.56 0.73  C1 1.218
7 H -1.56 0.45 1.71  C1 1.163
8 H -1.44 2.15 1.47  C1 1.039
9 H -1.44 1.69 -1.04  N2 0.998
10 H 0.90 1.49 0.26  C3 1.102
11 H 0.68 0.76 -1.42  C3 1.116
12 H 0.56 -1.60 -0.41  C4 1.220
13 H 0.07 -0.63 1.21  C4 1.117
14 H 3.15 -0.81 -0.39  S5 1.444
15 H -1.83 0.02 -1.59  O17 0.949
16 H -3.19 -0.10 -2.25  O17 0.938
17 O -2.48 -0.60 -1.89  H15 0.949, H16 0.938

Molecular weight, g mol⁻¹: 109.19
Highest occupied orbital energy, eV: -8.8
Charge: 0
Energy relative to the best compared isomer or geometry (same formula, charge and spin), kJ/mol: 209.7
Orbital gap, eV: 9.58
F_max, eV/A: 4.46

2 unconnected molecules or ions with the total composition C3H11NOS2. Source: the OMol25 dataset; level of theory: wB97M-V/def2-TZVPD.

Each atom is followed by the atoms it is bonded to, with distances in Å.
Geometry (Å):
1 S -0.53 1.77 -3.35  S2 2.111, H7 1.322
2 S -1.35 0.12 -2.33  S1 2.111, C3 1.799
3 C -1.22 0.78 -0.66  S2 1.799, C4 1.541, H8 1.097, H9 1.101
4 C -0.53 0.07 0.52  C3 1.541, N5 1.443, H10 1.121, H11 1.104
5 N -1.02 -1.26 0.78  C4 1.443, C6 1.470, H12 1.012
6 C -0.17 -2.00 1.72  N5 1.470, H13 1.128, H14 1.114, H15 1.092
7 H -0.89 2.75 -2.55  S1 1.322
8 H -2.23 1.03 -0.31  C3 1.097
9 H -0.77 1.78 -0.63  C3 1.101
10 H 0.53 0.06 0.16  C4 1.121
11 H -0.59 0.66 1.45  C4 1.104
12 H -1.00 -1.85 -0.04  N5 1.012
13 H -0.35 -1.58 2.75  C6 1.128
14 H -0.50 -3.06 1.83  C6 1.114
15 H 0.87 -1.97 1.38  C6 1.092
16 H 3.40 1.63 -0.31  O18 0.968
17 H 3.05 0.25 -0.58  O18 0.966
18 O 3.29 0.81 0.18  H16 0.968, H17 0.966

Molecular weight, g mol⁻¹: 141.26
Highest occupied orbital energy, eV: -8.5
Charge: 0
Energy relative to the best compared isomer or geometry (same formula, charge and spin), kJ/mol: 112.4
Orbital gap, eV: 8.77
F_max, eV/A: 2.97